Below is a cluster of 11 separate species, C18H58O11 in total, with properties calculated with wB97M-V/def2-TZVPD.

Summary:
HOMO energy in eV: -9.60
E_LUMO in eV: 0.5737
2S+1: 1
Max |F| in eV/Å: 2.35
DFT total energy in Eh: -1548.12316

Last columns: bonded neighbours and bond lengths (Å).
Cartesian coordinates (Å):
1 C -3.9468 0.9727 -1.5530  H34 1.083, H62 1.093, O74 1.396, H82 1.070
2 H -4.8514 -4.2750 2.4474  C64 1.117
3 H 0.8519 2.0395 1.7290  O46 1.010
4 H -1.9303 -0.2002 -6.5376  C9 1.070
5 O 3.9283 1.3578 0.6781  C80 1.418, H85 0.962
6 H -3.6433 -3.5646 3.6486  C64 1.099
7 H -3.6252 -5.2730 3.1794  C64 1.118
8 H 2.8127 -2.7636 1.9024  C75 1.069
9 C -0.9903 -0.6842 -6.3715  H4 1.070, C30 1.473, H35 1.101, H39 1.078
10 C -0.8792 -0.1207 3.4731  C12 1.502, H45 1.118, H52 1.079, H53 1.082
11 H 0.5232 4.0536 0.5467  C26 1.079
12 C -0.2065 1.1517 3.9012  C10 1.502, H16 1.073, C17 1.581, O18 1.386
13 H 1.9863 0.5749 3.5535  C17 1.132
14 C 0.9489 -0.5735 -4.7669  C30 1.516, H33 1.111, H70 1.105, H73 1.106
15 H -2.2074 -1.8517 1.8931  C22 1.066
16 H -0.7299 1.4584 4.7865  C12 1.073
17 C 1.3040 1.0079 4.3458  C12 1.581, H13 1.132, H58 1.068, H66 1.068
18 O -0.2374 2.1531 2.9432  C12 1.386, H56 0.952
19 H -0.2674 0.4396 0.3029  C42 1.070
20 C 1.7562 -3.1566 0.0674  H49 1.079, C59 1.556, C75 1.521, O81 1.399
21 H 1.6367 4.1983 1.9596  C26 1.111
22 C -2.9562 -2.3263 1.3016  H15 1.066, H28 1.092, H50 1.051, C84 1.522
23 H 0.5907 1.2738 -2.0723  O27 0.965
24 H 2.2935 4.0829 0.3431  C26 1.094
25 O 1.0650 2.9571 -2.9992  H69 1.003, C78 1.473
26 C 1.4647 3.7326 0.9658  H11 1.079, H21 1.111, H24 1.094, O46 1.400
27 O -0.1847 0.8182 -1.7234  H23 0.965, C42 1.390
28 H -3.9100 -1.9476 1.6745  C22 1.092
29 H 0.9913 -0.3809 -0.5368  C42 1.088
30 C -0.3787 0.0008 -5.2196  C9 1.473, C14 1.516, O65 1.419, H79 1.096
31 H 4.6506 2.5805 2.2365  C80 1.108
32 H 0.2108 -4.1992 0.7303  O81 0.973
33 H 1.7482 -0.5496 -5.5383  C14 1.111
34 H -3.6926 0.0041 -1.1411  C1 1.083
35 H -1.2823 -1.7131 -6.1100  C9 1.101
36 H 5.7752 1.3669 1.5950  C80 1.087
37 H 3.6482 -4.3016 -0.0218  C59 1.103
38 H -4.1278 2.3220 3.0304  C44 1.046
39 H -0.3768 -0.6118 -7.2553  C9 1.078
40 H 3.1549 2.8410 -2.4490  C78 1.114
41 O -2.7638 2.4004 1.5737  C44 1.418, H47 0.976
42 C -0.0336 -0.0272 -0.6308  H19 1.070, O27 1.390, H29 1.088, H87 1.083
43 H 3.6201 -2.7262 -0.9025  C59 1.069
44 C -4.1001 2.5736 2.0157  H38 1.046, O41 1.418, H63 1.094, H71 1.100
45 H -0.8854 -0.8175 4.3480  C10 1.118
46 O 1.5064 2.3346 1.0189  H3 1.010, C26 1.400
47 H -2.6775 2.2008 0.6225  O41 0.976
48 H -1.0849 -3.8708 2.5177  O55 0.961
49 H 1.2383 -2.5403 -0.6503  C20 1.079
50 H -2.8157 -2.1124 0.2820  C22 1.051
51 H 3.7605 -0.0019 -2.3307  O57 0.953
52 H -1.9330 -0.0058 3.2726  C10 1.079
53 H -0.3621 -0.6334 2.6733  C10 1.082
54 H 2.7804 -4.1944 -1.5210  C59 1.094
55 O -1.5099 -4.1629 1.7063  H48 0.961, C84 1.433
56 H -1.1086 2.3141 2.5955  O18 0.952
57 O 2.9645 0.4685 -2.1010  H51 0.953, H60 0.986
58 H 1.6948 1.9677 4.6035  C17 1.068
59 C 3.0653 -3.6035 -0.6459  C20 1.556, H37 1.103, H43 1.069, H54 1.094
60 H 3.2169 0.7046 -1.1778  O57 0.986
61 H 4.4214 0.9016 2.6864  C80 1.118
62 H -4.7578 1.3508 -0.9251  C1 1.093
63 H -4.4069 3.6196 1.9268  C44 1.094
64 C -3.7896 -4.2378 2.7919  H2 1.117, H6 1.099, H7 1.118, C84 1.526
65 O -1.3482 -0.0658 -4.1856  C30 1.419, H86 1.007
66 H 1.4122 0.3445 5.1756  C17 1.068
67 H 2.3532 -1.2334 1.1911  C75 1.100
68 H 2.6806 4.3275 -3.2832  C78 1.098
69 H 1.1499 2.7734 -3.9813  O25 1.003
70 H 0.8951 -1.6298 -4.4457  C14 1.105
71 H -4.7659 1.8777 1.4849  C44 1.100
72 H -2.0884 1.6256 -1.7305  O74 0.963
73 H 1.4130 -0.0889 -3.8876  C14 1.106
74 O -2.9406 1.9278 -1.4001  C1 1.396, H72 0.963
75 C 2.0820 -2.2955 1.2785  H8 1.069, C20 1.521, H67 1.100, H76 1.084
76 H 1.2457 -2.2327 1.9656  C75 1.084
77 H -3.2121 -4.3635 0.7770  C84 1.064
78 C 2.3274 3.5785 -2.5619  O25 1.473, H40 1.114, H68 1.098, H83 1.052
79 H -0.1356 1.0444 -5.4515  C30 1.096
80 C 4.7302 1.5523 1.8319  O5 1.418, H31 1.108, H36 1.087, H61 1.118
81 O 1.1181 -4.3523 0.4132  C20 1.399, H32 0.973
82 H -4.3536 0.8733 -2.5374  C1 1.070
83 H 2.0420 4.1596 -1.7324  C78 1.052
84 C -2.8970 -3.8110 1.6301  C22 1.522, O55 1.433, C64 1.526, H77 1.064
85 H 3.0324 1.5776 0.9497  O5 0.962
86 H -1.0350 0.5127 -3.4232  O65 1.007
87 H -0.6629 -0.8984 -0.7661  C42 1.083